{"formula": "C42H70F2N3O18S", "method": "ωB97M-V/def2-TZVPD", "species": ["C", "C", "F", "C", "O", "C", "S", "C", "C", "C", "C", "C", "C", "C", "C", "C", "N", "C", "O", "N", "C", "O", "O", "C", "C", "O", "N", "C", "O", "F", "H", "H", "H", "H", "H", "H", "H", "H", "H", "H", "H", "H", "H", "H", "H", "H", "H", "H", "H", "H", "H", "H", "O", "C", "O", "C", "C", "C", "H", "H", "H", "H", "H", "H", "H", "H", "O", "C", "O", "C", "C", "C", "H", "H", "H", "H", "H", "H", "H", "H", "O", "C", "O", "C", "C", "C", "H", "H", "H", "H", "H", "H", "H", "H", "O", "C", "O", "C", "C", "C", "H", "H", "H", "H", "H", "H", "H", "H", "O", "C", "O", "C", "C", "C", "H", "H", "H", "H", "H", "H", "H", "H", "O", "C", "O", "C", "C", "C", "H", "H", "H", "H", "H", "H", "H", "H"], "positions_angstrom": [[-0.0341, -2.5818, -2.9651], [1.2105, -2.0764, -2.2803], [2.1716, -3.0906, -2.2748], [1.8777, -0.8719, -2.9503], [1.1639, -0.4772, -4.1066], [1.6013, 0.7732, -4.5646], [1.1313, 0.8296, -6.3170], [0.9949, 1.8946, -3.6910], [-0.4986, 1.9698, -3.9779], [-1.4040, 2.5211, -2.8736], [-2.8062, 1.9983, -3.0785], [-3.2926, 1.1407, -2.1130], [-4.5649, 0.5825, -2.2047], [-5.3224, 0.8888, -3.3131], [-4.8579, 1.7595, -4.2908], [-3.5905, 2.3198, -4.1867], [1.8065, 3.0502, -4.0161], [1.2850, 4.1644, -4.0424], [0.7949, 5.2006, -4.0754], [1.2069, 1.4743, -2.2285], [1.5993, 2.5579, -1.2837], [0.5355, 3.4441, -1.1416], [0.9442, 4.2096, -0.0170], [2.1349, 0.3096, -1.9782], [3.5973, 0.7076, -1.7807], [3.9973, 0.8823, -0.6599], [4.4131, 0.8672, -2.8957], [5.8066, 0.9579, -2.5509], [6.4953, 0.0734, -2.2144], [6.2228, 2.1985, -2.7066], [-0.1715, -3.6084, -2.6409], [-0.9111, -2.0427, -2.6248], [0.0378, -2.5876, -4.0432], [0.9764, -1.8937, -1.2333], [2.8565, -1.2221, -3.2807], [2.6815, 0.8619, -4.5821], [1.8182, 1.9317, -6.6170], [-0.8215, 0.9455, -4.1516], [-0.6986, 2.4941, -4.9007], [-1.1279, 2.1749, -1.8852], [-1.4308, 3.6055, -2.8791], [-2.6315, 0.9297, -1.2947], [-4.9122, -0.1012, -1.4501], [-6.2945, 0.4368, -3.4161], [-5.4694, 1.9816, -5.1507], [-3.2224, 2.9932, -4.9468], [0.2861, 1.1451, -1.9035], [2.4973, 3.0661, -1.6291], [1.8213, 2.0918, -0.3286], [1.2940, 5.0350, -0.3937], [1.8430, -0.0491, -1.0016], [4.3272, 0.0907, -3.5457], [-1.4547, 1.9916, 0.4305], [-0.8171, 1.1842, 1.0418], [-0.0071, 0.3213, 0.3298], [0.8877, -0.5813, 1.0175], [0.2031, -1.8605, 1.4468], [-0.9178, 1.0308, 2.5341], [1.3719, -0.0733, 1.8486], [1.6733, -0.8115, 0.2979], [-0.5936, -1.6687, 2.1622], [0.9192, -2.5364, 1.9128], [-0.2412, -2.3596, 0.5837], [-1.7831, 0.4089, 2.7613], [-1.0685, 2.0121, 2.9698], [-0.0452, 0.5998, 2.9998], [-0.0353, 1.4534, 5.2133], [1.0272, 1.8521, 5.6149], [1.2404, 3.1765, 5.6337], [2.4008, 3.7766, 6.2207], [3.5701, 3.8125, 5.2586], [2.1348, 0.9006, 6.0065], [2.6526, 3.2851, 7.1608], [2.0918, 4.7897, 6.4680], [3.8899, 2.8082, 4.9769], [4.4165, 4.3280, 5.7122], [3.2877, 4.3388, 4.3459], [2.6572, 0.5854, 5.1039], [1.6852, 0.0236, 6.4659], [2.8554, 1.3156, 6.7062], [-6.8365, -1.7681, -2.2096], [-7.9993, -1.6346, -2.4833], [-8.7040, -0.6946, -1.8288], [-10.0464, -0.3385, -2.1799], [-11.0669, -1.2556, -1.5401], [-8.6923, -2.5377, -3.4769], [-10.1580, -0.2882, -3.2637], [-10.1691, 0.6752, -1.8040], [-10.9565, -2.2844, -1.8826], [-12.0767, -0.9219, -1.7774], [-10.9441, -1.2552, -0.4575], [-8.9783, -3.4560, -2.9663], [-7.9818, -2.7819, -4.2621], [-9.5714, -2.1018, -3.9436], [-0.1537, -2.1503, 5.4985], [-0.5882, -1.8879, 6.5893], [0.0281, -2.4153, 7.6635], [-0.2988, -2.0456, 9.0082], [-1.4724, -2.8339, 9.5489], [-1.8249, -1.0416, 6.7715], [-0.4566, -0.9686, 9.0816], [0.5977, -2.2729, 9.5818], [-2.3827, -2.6421, 8.9813], [-1.6564, -2.5725, 10.5907], [-1.2659, -3.9019, 9.4878], [-2.7094, -1.6656, 6.6507], [-1.8134, -0.2850, 5.9910], [-1.8832, -0.5268, 7.7269], [-0.5994, -8.4074, -4.2900], [0.3885, -8.1297, -3.6734], [0.7808, -6.8351, -3.6407], [1.8374, -6.3576, -2.8065], [3.1993, -6.5372, -3.4448], [1.2378, -9.1829, -2.9988], [1.7844, -6.8123, -1.8156], [1.6318, -5.3000, -2.6786], [3.4339, -7.5890, -3.6059], [3.9758, -6.1056, -2.8126], [3.2241, -6.0447, -4.4170], [1.9007, -9.6207, -3.7437], [0.5747, -9.9574, -2.6235], [1.8317, -8.8175, -2.1648], [3.2838, 5.8276, -0.3257], [4.1617, 5.1277, 0.1171], [4.2640, 4.9992, 1.4422], [5.1629, 4.0745, 2.0744], [6.5550, 4.6468, 2.2294], [5.1780, 4.4660, -0.7847], [5.1618, 3.1201, 1.5452], [4.7228, 3.8922, 3.0528], [7.0153, 4.8600, 1.2648], [7.1934, 3.9454, 2.7655], [6.5166, 5.5816, 2.7877], [5.9548, 5.1920, -1.0200], [4.6821, 4.1817, -1.7111], [5.6386, 3.5762, -0.3632]], "atomic_forces_ev_per_a": [[0.1, -0.4, 0.2], [-0.4, -0.3, -0.2], [0.2, 0.0, 0.0], [0.3, 0.4, -0.3], [-0.1, 0.1, 0.4], [0.0, 0.0, -0.5], [-0.3, -0.2, -0.1], [0.5, -0.2, -1.5], [-0.4, -0.1, 0.8], [-0.7, -0.1, -0.6], [0.0, 0.2, -0.3], [-0.4, -0.2, -0.1], [0.8, 0.2, -0.1], [-0.5, 0.0, -0.2], [0.4, 0.0, 0.0], [-0.1, -0.2, 0.4], [-0.3, 0.5, 0.5], [-0.3, -0.5, 0.2], [0.2, 0.4, -0.2], [0.2, -0.1, 0.1], [0.1, 0.3, 0.5], [0.3, 0.3, -0.3], [-0.2, 0.0, 0.4], [-0.4, -0.5, -0.4], [0.0, 0.2, 0.0], [0.1, 0.3, 0.2], [0.2, -0.7, 0.1], [-0.1, 0.2, 0.0], [0.2, -0.3, 0.0], [0.1, 0.3, 0.1], [-0.1, -0.2, 0.1], [-0.1, 0.3, -0.2], [0.0, 0.1, -0.2], [0.1, 0.1, 0.0], [0.2, -0.3, 0.0], [0.2, 0.0, 0.4], [0.2, 0.2, 0.1], [0.0, -0.2, -0.1], [0.3, 0.1, -0.3], [0.0, 0.3, 0.2], [0.3, 0.2, 0.2], [-0.1, -0.2, 0.5], [-0.2, -0.1, 0.0], [-0.2, 0.0, 0.0], [-0.1, 0.0, -0.1], [0.0, 0.1, -0.1], [0.0, 0.1, 0.2], [0.1, -0.1, -0.4], [-0.1, -0.2, 0.1], [0.2, 0.1, -0.1], [0.1, 0.4, -0.2], [-0.2, 0.2, -0.2], [0.3, -0.2, -0.3], [-0.4, 0.0, 0.5], [0.3, 0.1, -0.1], [-0.2, -0.3, 0.3], [-0.1, 0.1, -0.1], [0.2, 0.1, -0.3], [0.0, 0.0, 0.0], [0.0, -0.1, 0.4], [0.0, 0.0, 0.1], [0.0, 0.0, 0.0], [0.0, 0.0, 0.0], [0.0, 0.0, 0.0], [-0.1, 0.0, 0.0], [0.0, -0.2, 0.1], [0.0, 0.0, 0.2], [0.1, -0.1, -0.1], [-0.1, 0.1, 0.1], [0.2, 0.1, 0.0], [-0.1, -0.1, 0.0], [-0.1, 0.1, 0.4], [0.0, 0.0, 0.0], [-0.1, 0.0, 0.0], [0.0, 0.0, 0.1], [0.0, 0.0, 0.0], [-0.1, 0.1, 0.1], [0.0, 0.0, 0.0], [0.0, -0.1, -0.2], [0.1, 0.0, -0.1], [0.1, 0.0, 0.0], [-0.1, -0.3, 0.1], [0.1, 0.2, 0.0], [-0.2, 0.0, 0.0], [0.1, -0.1, 0.0], [0.0, 0.3, -0.2], [0.0, 0.0, 0.0], [0.1, 0.0, 0.0], [0.0, 0.0, -0.1], [0.0, 0.0, 0.0], [0.0, 0.0, 0.0], [0.0, 0.0, 0.0], [0.1, -0.1, 0.1], [-0.1, 0.0, 0.1], [0.1, 0.0, -0.1], [-0.2, -0.1, -0.1], [0.2, 0.1, 0.0], [-0.1, 0.0, 0.2], [0.0, -0.1, -0.1], [0.2, 0.3, 0.0], [0.0, 0.0, 0.0], [0.0, 0.0, -0.1], [0.0, 0.1, 0.0], [0.0, 0.0, 0.0], [0.0, 0.0, 0.0], [0.0, -0.1, 0.0], [0.0, -0.1, -0.1], [0.0, -0.1, 0.0], [0.0, 0.0, 0.0], [0.1, -0.1, -0.1], [-0.1, 0.2, 0.0], [0.2, -0.1, 0.0], [0.0, -0.1, -0.1], [-0.1, 0.1, 0.3], [0.0, -0.1, 0.0], [-0.1, 0.0, 0.0], [0.0, 0.0, 0.1], [0.0, 0.0, 0.0], [0.0, 0.0, 0.0], [0.0, 0.0, 0.0], [0.0, -0.1, -0.1], [0.1, 0.0, -0.1], [-0.2, -0.1, -0.2], [0.2, 0.2, 0.0], [-0.2, -0.1, 0.1], [0.2, -0.1, 0.1], [0.0, 0.1, -0.1], [-0.2, -0.3, 0.1], [0.0, 0.0, -0.1], [0.0, 0.1, -0.2], [0.0, -0.1, 0.0], [0.0, 0.0, 0.0], [0.0, 0.0, 0.0], [0.0, 0.0, 0.0], [0.0, 0.2, 0.0], [0.1, 0.1, 0.0]], "gap_ev": 8.22, "largest_force_ev_per_a": 1.566, "charge": 1}